(1)
Entry from OMol25: a gas-phase ion, C2H3INO2 (charge +1) (wB97M-V/def2-TZVPD).

Computed properties:
HOMO energy   -15.22 eV

Geometry as ORCA input:
```
! RIJCOSX wB97M-V def2-TZVPD def2/J DEFGRID3
* xyz 1 1
C 0.195 -0.010 0.111
N 1.308 -0.779 0.224
O 1.588 -1.592 1.008
C 2.487 -0.548 -1.151
O 2.134 0.323 -1.848
I 4.100 -1.832 -0.889
H -0.511 -0.325 0.889
H 0.071 0.099 -1.025
H 0.321 1.182 0.251
*
```

=====

(2)
Entry from OMol25: a gas-phase ion, C2H3INOS (charge +1) (wB97M-V/def2-TZVPD).

Computed properties:
HOMO energy   -13.33 eV

Geometry as ORCA input:
```
! RIJCOSX wB97M-V def2-TZVPD def2/J DEFGRID3
* xyz 1 1
C 1.360 -0.519 0.261
C 2.631 -0.685 0.331
N 0.034 -0.094 0.036
O 4.319 -2.438 -0.382
S 4.323 -1.307 0.485
I 5.134 0.854 -0.447
H -0.695 -0.618 0.573
H -0.165 -0.327 -1.041
H -0.367 0.908 0.212
*
```

=====

(3)
Entry from OMol25: 2 unconnected molecules or ions with the total composition C2H3IO (wB97M-V/def2-TZVPD).

Computed properties:
⟨S²⟩   2.01
HOMO energy (alpha / beta)   -5.55 / -10.15 eV

Geometry as ORCA input:
```
! RIJCOSX wB97M-V def2-TZVPD def2/J DEFGRID3
* xyz 0 3
C 0.026 -0.614 -1.561
C -0.166 0.659 -1.495
O 0.155 -1.768 -1.586
I 0.962 -0.524 3.608
H 0.491 1.287 -0.927
H -0.512 -0.165 4.010
H -0.957 1.124 -2.049
*
```

=====

(4)
Entry from OMol25: 2 unconnected molecules or ions with the total composition C2H3IOS (wB97M-V/def2-TZVPD).

Computed properties:
HOMO energy   -8.61 eV

Geometry as ORCA input:
```
! RIJCOSX wB97M-V def2-TZVPD def2/J DEFGRID3
* xyz 0 1
O -1.245 0.837 0.316
C -0.721 -0.144 -0.609
C -0.715 -1.447 -0.416
S -0.740 -2.820 0.285
H -0.711 0.643 1.116
H -0.200 0.293 -1.469
I 2.775 -0.278 -1.331
H 1.915 -1.403 -0.792
*
```

=====

(5)
Entry from OMol25: a molecular structure, C2H3LiOPd (wB97M-V/def2-TZVPD).

Computed properties:
⟨S²⟩   3.77
HOMO energy (alpha / beta)   -10.32 / -15.49 eV

Geometry as ORCA input:
```
! RIJCOSX wB97M-V def2-TZVPD def2/J DEFGRID3
* xyz 1 4
O -2.286 0.453 -0.304
C -1.201 0.842 -0.541
Pd 0.719 -1.772 -0.423
Li 1.588 -1.604 1.373
H -0.698 1.413 -1.301
C 0.351 -0.029 0.256
H 1.231 0.276 -0.305
H 0.296 0.421 1.246
*
```

=====

(6)
Entry from OMol25: a molecular structure, C2H3LuO2 (wB97M-V/def2-TZVPD).

Computed properties:
HOMO energy (alpha / beta)   -20.68 / -17.41 eV

Geometry as ORCA input:
```
! RIJCOSX wB97M-V def2-TZVPD def2/J DEFGRID3
* xyz 2 1
H -0.769 -1.366 0.285
C 0.355 -1.121 -0.116
O 1.512 -1.432 0.203
Lu 2.559 0.606 -0.283
O 0.178 0.185 -0.290
C -1.280 0.590 -0.004
H -1.183 1.135 0.950
H -1.372 1.403 -0.745
*
```

=====

(7)
Entry from OMol25: C2H3N in the gas phase (wB97M-V/def2-TZVPD).

Computed properties:
HOMO energy   -11.83 eV

Geometry as ORCA input:
```
! RIJCOSX wB97M-V def2-TZVPD def2/J DEFGRID3
* xyz 0 1
C 19.707 18.534 -19.483
C 19.331 19.678 -20.294
N 19.016 20.562 -20.955
H 20.686 18.670 -19.029
H 19.729 17.639 -20.103
H 18.974 18.395 -18.690
*
```

=====

(8)
Entry from OMol25: 2 unconnected molecules or ions with the total composition C2H3N2O2 (wB97M-V/def2-TZVPD).

Computed properties:
HOMO energy   -3.03 eV

Geometry as ORCA input:
```
! RIJCOSX wB97M-V def2-TZVPD def2/J DEFGRID3
* xyz -1 1
C 0.282 0.140 1.616
C -0.763 -0.032 -0.455
N 1.367 -0.127 1.472
N 0.467 -0.027 -0.999
O 0.824 0.767 -1.889
O 1.255 -0.887 -0.581
H -0.701 0.406 1.714
H -1.263 -0.937 -0.094
H -1.468 0.697 -0.785
*
```

=====

(9)
Entry from OMol25: a gas-phase ion, C2H3N2O2 (charge +1) (wB97M-V/def2-TZVPD).

Computed properties:
HOMO energy   -15.86 eV

Geometry as ORCA input:
```
! RIJCOSX wB97M-V def2-TZVPD def2/J DEFGRID3
* xyz 1 1
O 2.225 1.087 0.043
C 1.244 0.289 -0.023
N -0.092 0.743 -0.025
C -1.174 -0.081 -0.061
N -2.372 0.270 0.135
O -3.409 0.709 -0.057
H 1.241 -0.739 -0.023
H -0.073 1.733 -0.097
H -0.801 -1.068 -0.134
*
```

=====

(10)
Entry from OMol25: a gas-phase ion, C2H3N2O2 (charge +1) (wB97M-V/def2-TZVPD).

Computed properties:
HOMO energy   -15.06 eV

Geometry as ORCA input:
```
! RIJCOSX wB97M-V def2-TZVPD def2/J DEFGRID3
* xyz 1 1
O 0.398 2.594 -0.084
N 0.664 1.272 -0.113
C -0.502 0.511 0.225
C -0.222 -0.923 -0.188
N 0.765 -1.653 -0.118
O 1.678 -2.294 0.048
H -1.408 0.973 -0.094
H -0.410 0.728 1.362
H -0.961 -1.207 -1.039
*
```

=====

(11)
Entry from OMol25: 2 unconnected molecules or ions with the total composition C2H3N2O2 (wB97M-V/def2-TZVPD).

Computed properties:
HOMO energy (alpha / beta)   -16.03 / -16.02 eV

Geometry as ORCA input:
```
! RIJCOSX wB97M-V def2-TZVPD def2/J DEFGRID3
* xyz 1 1
C 1.283 0.527 0.358
C -1.775 0.023 0.107
N 2.161 -0.060 -0.159
N -0.538 -0.319 -0.086
O -2.516 -0.777 -0.368
O 2.961 -0.652 -0.648
H 0.804 1.095 1.208
H -1.955 1.019 0.552
H -0.424 -0.856 -0.963
*
```

=====

(12)
Entry from OMol25: 2 unconnected molecules or ions with the total composition C2H3N2O2 (wB97M-V/def2-TZVPD).

Computed properties:
HOMO energy   -15.18 eV

Geometry as ORCA input:
```
! RIJCOSX wB97M-V def2-TZVPD def2/J DEFGRID3
* xyz 1 1
C -0.785 -2.469 0.777
C 0.900 1.639 -0.929
N -0.602 -1.322 0.731
N -0.108 0.125 1.003
O 1.295 0.631 -0.437
O -0.840 0.951 0.779
H -1.159 -3.491 0.763
H 1.443 2.076 -1.798
H -0.143 1.861 -0.890
*
```

=====

For the records above, the corresponding total energy values read -580.516237; -903.452066; -450.757189; -849.031916; -288.137268; -1463.112787; -132.751613; -337.857066; -337.549892; -337.432727; -337.437522; -337.506489 hartree.
For the records above, the corresponding largest force on an atom values read 4.34; 6.87; 3.95; 2.47; 3.77; 4.93; 0.39; 4.06; 6.35; 8.54; 6.31; 6.63 eV/A.
For the records above, the corresponding relative energy (zero: lowest compared OMol25 entry of this formula, charge and spin) values read 32.7; 29.3; 16.3; 56.8; 0.9; 42.6; 0.1; 95.6; 118.2; 191.7; 188.7; 145.4 kcal per mole.